This record from the OMol25 dataset describes the molecule C13H14N2O3S in a non-equilibrium geometry. The level of theory is the ωB97M-V functional and the def2-TZVPD basis.

Values from the calculation:
structure (SMILES)	COc1ccc(CC(=O)Nc2nccs2)cc1OC
gap between HOMO and LUMO	8.2	eV
HOMO energy	-8.235	eV
total charge	0
relative energy (zero: lowest compared OMol25 entry of this formula, charge and spin)	14.576	eV

XYZ file:
```
33
Properties=species:S:1:pos:R:3:forces:R:3
H 1.124 2.500 1.033 -1.391 0.932 0.060
H -2.550 1.561 0.728 -9.257 -7.041 -0.153
C -0.462 1.452 0.018 -10.772 -0.058 0.370
H -1.816 -0.922 -3.333 -5.080 7.075 -4.828
N -0.902 1.030 2.946 -0.252 -2.331 0.739
O 0.002 -1.170 -2.669 2.299 2.452 2.235
C 1.454 0.103 -1.207 3.160 1.837 -1.505
C 0.644 1.924 0.246 12.662 1.238 2.022
C -1.635 -2.104 1.318 2.922 -6.866 0.686
C 3.912 -0.161 -1.758 -4.749 0.133 -12.467
O 2.441 -0.458 -1.932 1.689 -1.128 -0.637
C -1.262 -1.496 -2.879 2.892 -9.394 -2.185
H 4.063 0.854 -2.029 0.380 0.883 -0.262
C -1.170 -0.393 2.588 5.730 3.441 5.450
C 1.767 1.175 -0.347 -0.118 -0.016 -0.063
H -1.845 -1.784 -2.088 -0.884 -1.534 2.523
C -1.786 2.028 0.747 15.442 -5.057 5.999
H 4.073 -0.343 -0.902 2.979 -2.523 11.601
S -0.015 -1.632 3.367 -1.054 0.509 -0.988
H -1.817 0.062 -1.083 2.940 1.904 0.502
C 0.125 -0.204 -1.697 7.073 -1.261 -0.304
O -1.204 3.364 2.908 0.867 -6.355 -3.338
H -1.186 -2.411 -3.806 -0.412 2.070 3.066
H -1.970 2.848 0.459 -1.991 11.721 -3.838
C -1.173 2.165 2.266 -3.546 5.745 1.415
N -1.657 -0.839 1.596 -4.977 -0.041 -4.929
H -2.364 -2.768 0.531 2.418 2.469 2.313
C -0.599 0.519 -0.938 -11.608 -2.846 -1.157
H 4.367 -0.894 -2.530 -0.512 1.390 1.559
H 2.874 1.468 -0.092 -2.469 -0.735 -0.670
C -0.526 -2.813 2.235 -4.617 5.244 -2.312
H -0.231 -3.788 2.359 0.379 -2.173 -0.044
H -0.674 1.128 3.945 -0.143 0.314 -0.859
```
Forces are in eV/Å.